# 1
Entry from the Open Molecules 2025 dataset: a molecular structure, C31H30FeN6O (ωB97M-V/def2-TZVPD).

The value obtained for the HOMO-LUMO gap (spin up / spin down) is 4.80 / 4.62 eV. The energy relative to the best compared isomer or geometry (same formula, charge and spin) is 124.4 kJ/mol.

Geometry as ORCA input:
```
! RIJCOSX wB97M-V def2-TZVPD def2/J DEFGRID3
* xyz -1 2
Fe 0.28 -0.90 -0.49
C 6.25 0.32 2.10
C 4.76 0.38 1.85
C 3.84 0.09 2.86
C 2.48 0.09 2.61
C 1.96 0.41 1.35
N 0.59 0.37 1.09
C -0.21 1.19 1.78
C 0.26 2.30 2.55
C -0.59 3.18 3.19
C -1.98 3.05 3.13
C -2.90 4.06 3.78
C -2.46 1.98 2.41
C -1.63 1.06 1.77
N -2.30 -0.06 1.18
C -3.14 -0.86 1.86
C -3.80 -1.66 0.96
C -3.30 -1.30 -0.29
N -2.40 -0.33 -0.14
C 2.89 0.71 0.35
C 4.26 0.68 0.60
N 2.46 1.04 -0.96
C 2.91 2.04 -1.76
C 2.32 1.87 -2.98
C 1.50 0.73 -2.84
N 1.58 0.24 -1.61
H 6.48 0.50 3.15
H 6.64 -0.67 1.85
H 6.78 1.05 1.50
H 4.20 -0.16 3.85
H 1.78 -0.15 3.40
H 1.33 2.46 2.62
H -0.15 4.01 3.74
H -2.45 4.47 4.69
H -3.12 4.90 3.11
H -3.85 3.60 4.06
H -3.53 1.82 2.33
H -3.20 -0.78 2.93
H -4.52 -2.44 1.18
H -3.45 -1.74 -1.26
H 4.94 0.88 -0.23
H 3.60 2.77 -1.38
H 2.45 2.49 -3.86
H 0.85 0.26 -3.55
C 0.62 -2.90 0.34
C 0.04 -3.25 -0.89
C 0.72 -3.04 -2.14
C 0.10 -3.23 -3.35
C -1.23 -3.67 -3.42
C -1.90 -3.95 -2.21
C -1.30 -3.75 -1.01
C -1.89 -3.83 -4.67
N -2.43 -3.94 -5.69
H 1.70 -2.80 0.42
H 0.09 -3.14 1.26
H 1.75 -2.71 -2.12
H 0.64 -3.04 -4.27
H -2.92 -4.32 -2.25
H -1.84 -3.96 -0.09
C -2.75 -0.01 -3.19
O -1.75 -0.57 -2.35
C -1.36 0.11 -1.16
C -1.43 1.62 -1.33
H -3.67 0.23 -2.65
H -2.97 -0.76 -3.94
H -2.40 0.90 -3.69
H -2.38 1.99 -1.74
H -0.62 1.93 -1.99
H -1.27 2.12 -0.38
*
```

---

# 2
Entry from the Open Molecules 2025 dataset: a molecular structure, C24H35N2Os (ωB97M-V/def2-TZVPD).

The value obtained for the HOMO-LUMO gap (spin up / spin down) is 5.95 / 6.83 eV. The energy relative to the best compared isomer or geometry (same formula, charge and spin) is 0.0 kJ/mol.

Geometry as ORCA input:
```
! RIJCOSX wB97M-V def2-TZVPD def2/J DEFGRID3
* xyz 1 5
C -1.96 0.79 -0.75
C -1.76 -0.47 -1.44
C -0.75 -0.28 -2.43
C -0.21 1.02 -2.28
C -0.96 1.71 -1.26
Os -0.08 0.26 0.07
C 2.53 0.63 1.00
C 1.26 0.71 1.61
H 1.10 0.16 2.55
C 0.33 1.79 1.30
H 0.76 2.70 0.87
H -0.45 1.99 2.04
C 3.50 -0.40 1.47
H 3.03 -1.16 2.10
H 3.97 -0.92 0.62
H 4.32 0.07 2.05
C 3.05 1.65 0.06
H 2.29 2.35 -0.32
H 3.85 2.25 0.53
H 3.51 1.18 -0.82
C -2.55 -1.72 -1.23
H -2.94 -1.76 -0.20
H -3.39 -1.77 -1.92
H -1.92 -2.60 -1.39
C -0.34 -1.30 -3.43
H -0.28 -2.30 -2.97
H -1.06 -1.36 -4.26
H 0.64 -1.06 -3.86
C 0.87 1.64 -3.11
H 1.68 0.93 -3.32
H 0.47 1.97 -4.08
H 1.30 2.52 -2.60
C -1.00 3.20 -1.09
H 0.01 3.62 -1.11
H -1.57 3.67 -1.90
H -1.48 3.47 -0.14
C -3.19 1.18 0.01
H -2.97 1.99 0.71
H -3.97 1.53 -0.68
H -3.59 0.33 0.57
C 1.24 -1.49 -0.50
C 1.10 -2.64 0.22
C 2.19 -1.40 -1.51
C 1.83 -3.79 -0.13
H 0.38 -2.67 1.05
C 2.96 -2.51 -1.84
H 2.35 -0.46 -2.04
C 2.77 -3.73 -1.17
H 1.67 -4.72 0.41
H 3.70 -2.43 -2.65
H 3.36 -4.60 -1.44
C -3.94 0.19 3.71
N -2.46 0.15 3.74
C -1.79 0.60 4.97
C -1.79 -0.17 2.68
N -1.20 -0.62 1.74
H -4.26 0.40 4.73
H -4.34 -0.78 3.38
H -4.31 0.98 3.04
H -1.06 -0.16 5.30
H -1.27 1.56 4.82
H -2.56 0.71 5.73
*
```

---

# 3
Entry from the Open Molecules 2025 dataset: a molecular structure, C30H35N4P2SZr (ωB97M-V/def2-TZVPD).

The value obtained for the HOMO-LUMO gap is 5.77 eV. The energy relative to the best compared isomer or geometry (same formula, charge and spin) is 66.4 kJ/mol.

Geometry as ORCA input:
```
! RIJCOSX wB97M-V def2-TZVPD def2/J DEFGRID3
* xyz 3 1
Zr 1.38 0.25 -0.79
C -2.71 1.98 1.07
N -1.54 1.22 0.54
P -0.28 0.54 1.46
C -0.84 -0.84 2.46
C -2.17 -0.87 3.02
C -2.54 -1.67 4.07
C -1.60 -2.52 4.68
C -0.29 -2.58 4.11
C 0.09 -1.69 3.09
C 0.28 1.59 2.82
C 1.01 2.67 2.39
C 1.91 3.21 3.28
C 1.85 2.86 4.66
C 1.01 1.82 5.08
C 0.14 1.22 4.13
P -1.32 0.57 -1.13
C -2.49 1.10 -2.38
C -3.90 1.08 -2.28
C -4.67 1.43 -3.40
C -4.05 1.80 -4.58
C -2.64 1.72 -4.71
C -1.85 1.44 -3.60
C -1.87 -1.15 -1.24
C -2.59 -1.77 -0.24
C -2.89 -3.14 -0.23
C -2.56 -3.92 -1.35
C -1.99 -3.31 -2.47
C -1.75 -1.92 -2.45
H -3.62 1.39 1.06
H -2.88 2.82 0.39
H -2.44 2.35 2.06
H -2.98 -0.33 2.55
H -3.58 -1.55 4.37
H -1.76 -3.06 5.61
H 0.42 -3.27 4.53
H 1.17 -1.70 2.79
H 1.03 2.88 1.32
H 2.68 3.96 2.96
H 2.45 3.38 5.40
H 0.97 1.46 6.11
H -0.68 0.60 4.47
H -4.39 0.95 -1.34
H -5.74 1.45 -3.30
H -4.68 2.12 -5.45
H -2.16 2.01 -5.65
H -0.82 1.54 -3.65
H -2.92 -1.18 0.60
H -3.35 -3.57 0.67
H -2.73 -4.97 -1.36
H -1.72 -3.89 -3.33
H -1.52 -1.38 -3.35
N 3.27 1.27 -0.06
C 4.64 0.60 -0.21
C 5.08 0.43 -1.68
C 4.50 -0.76 -2.49
C 3.34 -0.48 -3.47
N 2.20 0.35 -2.89
H 3.33 2.13 -0.59
H 3.08 1.56 0.89
H 4.66 -0.42 0.30
H 5.37 1.25 0.34
H 6.16 0.25 -1.54
H 4.93 1.37 -2.24
H 4.19 -1.60 -1.80
H 5.33 -1.21 -3.03
H 2.82 -1.39 -3.88
H 3.74 0.14 -4.31
H 1.41 0.26 -3.56
H 2.47 1.33 -3.02
S 3.10 -3.86 0.65
C 2.46 -2.70 -0.21
N 2.00 -1.66 -0.64
*
```

---

# 4
Entry from the Open Molecules 2025 dataset: a molecular structure, C18H27BrF6IrN5O6S4Si (ωB97M-V/def2-TZVPD).

The value obtained for the HOMO-LUMO gap is 8.11 eV. The energy relative to the best compared isomer or geometry (same formula, charge and spin) is 128.7 kJ/mol.

Geometry as ORCA input:
```
! RIJCOSX wB97M-V def2-TZVPD def2/J DEFGRID3
* xyz 0 1
Ir 1.07 0.71 -0.53
C 1.59 -4.26 0.62
C 1.89 -3.48 -0.60
N 2.35 -3.92 -1.72
N 2.46 -2.81 -2.53
C 2.07 -1.69 -1.92
S 1.98 -0.08 -2.46
N 1.72 -2.11 -0.69
N 1.24 -1.21 0.28
H 1.78 -5.31 0.42
H 0.55 -4.12 0.93
H 2.21 -3.94 1.46
H 2.78 -2.91 -3.47
H 1.85 -1.22 1.09
H 0.30 -1.51 0.59
C -5.24 -2.89 -1.23
S -3.88 -2.56 -0.09
C -2.57 -3.37 -1.01
H -5.05 -2.43 -2.20
H -6.14 -2.45 -0.80
H -5.40 -3.96 -1.35
H -2.76 -4.44 -1.11
H -1.65 -3.23 -0.43
H -2.45 -2.92 -1.99
Br 4.37 6.01 2.76
C 3.98 4.54 1.64
C 4.81 3.43 1.67
C 4.51 2.35 0.85
C 3.40 2.39 0.02
C 2.57 3.51 0.00
C 2.87 4.60 0.81
C 1.38 3.64 -0.93
O 1.02 4.74 -1.28
O 0.79 2.54 -1.33
H 5.67 3.41 2.32
H 5.16 1.49 0.85
H 3.26 1.57 -0.68
H 2.24 5.47 0.77
C -2.33 2.77 -1.44
Si -1.74 1.23 -2.31
C -0.80 1.62 -3.88
C -3.25 0.21 -2.78
C -0.77 0.09 -1.15
H -3.20 3.18 -1.96
H -1.56 3.54 -1.40
H -2.64 2.55 -0.41
H -1.42 2.24 -4.54
H -0.56 0.70 -4.43
H 0.12 2.16 -3.68
H -3.88 0.77 -3.48
H -3.85 -0.04 -1.90
H -2.97 -0.73 -3.27
H -1.37 -0.07 -0.25
H -0.70 -0.90 -1.63
F 2.63 0.65 2.85
C 1.70 1.40 3.46
F 1.81 1.23 4.77
F 1.92 2.68 3.17
S 0.03 0.94 2.86
O 0.10 1.10 1.41
O -0.90 1.78 3.53
N 0.09 -0.56 3.33
S -0.86 -1.76 2.97
O -0.29 -2.97 3.48
O -1.28 -1.75 1.59
C -2.41 -1.47 3.92
F -3.05 -0.42 3.42
F -2.13 -1.24 5.20
F -3.18 -2.55 3.82
*
```

---

Per-record F_max, hartree/bohr: 0.0070, 0.0697, 0.0675, 0.0099